(1)
The following is a DFT calculation (the ωB97M-V functional and the def2-TZVPD basis) of an isolated ion of composition C4H12N2O and charge +2 in a non-equilibrium geometry.

Last column: Löwdin charge in e.
Element x y z (Å)
N 1.6954 1.7025 1.3236  0.232
C 1.2787 0.8006 0.1861  -0.106
C -0.1784 0.3573 0.3356  -0.126
C -0.5402 -0.9293 -0.4233  -0.222
N -1.9773 -1.3146 -0.1091  0.254
C -0.3470 -0.9538 -1.9452  -0.189
O 0.6741 -1.3049 -2.4355  0.171
H 1.5627 1.2097 2.2010  0.177
H 1.1399 2.5619 1.3191  0.188
H 2.6767 1.9476 1.1868  0.189
H 1.4461 1.3136 -0.7433  0.148
H 1.8779 -0.0791 0.2143  0.138
H -0.3969 0.1820 1.3992  0.133
H -0.8581 1.1887 0.1119  0.143
H 0.0969 -1.6773 0.0138  0.163
H -2.1745 -1.1430 0.8774  0.181
H -2.1053 -2.3236 -0.2333  0.195
H -2.6194 -0.8481 -0.7565  0.183
H -1.2513 -0.6900 -2.5225  0.150

Force components x, y, z for each atom (eV/Å):
N -0.3676 -0.3327 -1.0424
C -0.9597 -0.2900 0.0404
C -0.8748 0.9797 0.4259
C 0.2781 0.2853 0.5440
N 0.8400 -0.3817 -0.1971
C -0.4030 -0.1208 0.0859
O 0.2498 0.2082 0.0709
H 0.2101 0.1356 0.4630
H 0.0961 0.0937 0.1909
H 0.1930 0.1399 0.3146
H 0.1834 0.2915 -0.3235
H 0.9125 -0.4859 0.0796
H 0.2411 -0.2780 -0.0417
H 0.0695 -0.0649 -0.4198
H 0.1368 -0.7381 -0.0535
H -0.4810 0.3257 -0.0525
H -0.0358 -0.0868 -0.1742
H -0.3140 0.1694 0.3918
H 0.0254 0.1501 -0.3021

As for the charge: +2. For the gap between HOMO and LUMO, the calculation gives 10.935 eV. As for the molar mass: 104.15 g mol⁻¹. The SMILES is [NH3+]CC[C@@H]([NH3+])C=O. The calculation puts the energy above the lowest of the compared OMol25 structures with the same formula, charge and spin at 0.4561 eV. The calculation puts the HOMO energy at -18.247 eV. As for the spin multiplicity: 1.

(2)
The following is a DFT calculation (the ωB97M-V functional and the def2-TZVPD basis) of a 2-piece molecular cluster, C4H12N2O2 overall in a non-equilibrium geometry.

Last column: Löwdin charge in e.
Element x y z (Å)
C -0.4306 1.8869 -0.6053  -0.117
N 0.3902 0.7240 -0.8483  -0.067
C 1.5917 0.5521 -0.0451  -0.673
O 2.1809 1.5307 0.4392  -0.007
O 2.3578 -0.3967 -0.7496  0.013
H -1.2651 1.9114 -1.3080  0.082
H 0.1806 2.7934 -0.6335  0.078
H -0.8465 1.8371 0.4050  0.068
H 0.4682 0.3684 -1.7924  0.123
H 3.2654 -0.0712 -0.6354  0.105
C -1.8513 -1.0737 -0.2014  -0.132
C -0.6447 -1.5469 0.5523  -0.106
N 0.6557 -0.5528 1.3197  0.079
H -2.6439 -1.8267 -0.1061  0.081
H -1.6595 -0.9947 -1.2724  0.068
H -2.2603 -0.1547 0.2263  0.072
H -0.9633 -1.9101 1.5256  0.077
H -0.0903 -2.3292 0.0426  0.095
H 0.2717 0.2890 1.7411  0.073
H 1.2932 -1.0362 1.9458  0.090

Force components x, y, z for each atom (eV/Å):
C 0.5924 -0.1004 0.2047
N 0.3934 -0.4687 0.6490
C 0.1514 1.6533 -3.3906
O -0.9406 -1.3384 0.9041
O -0.0454 -0.1576 0.8801
H 0.1724 0.1112 -0.0005
H -0.2718 0.1920 -0.1963
H -0.1477 0.0188 0.0264
H 0.1568 0.2659 0.3433
H -0.2526 -0.1645 0.0614
C 0.0974 0.6650 -0.2996
C 2.3689 0.1831 3.2603
N -1.9026 -0.1610 -2.7152
H 0.2877 -0.0886 0.2730
H -0.0165 0.4313 0.1954
H 0.0713 0.0173 -0.3289
H -0.2359 -0.5282 -0.1802
H 0.2390 0.2714 -0.0149
H -0.1727 -0.4627 0.3223
H -0.5451 -0.3389 0.0061

As for the charge: 0. For the gap between HOMO and LUMO, the calculation gives 9.344 eV. As for the molar mass: 120.15 g mol⁻¹. The SMILES is CNC(=O)O.CCN. The calculation puts the energy above the lowest of the compared OMol25 structures with the same formula, charge and spin at 3.5383 eV. The calculation puts the HOMO energy at -8.536 eV. As for the spin multiplicity: 1.

(3)
The following is a DFT calculation (the ωB97M-V functional and the def2-TZVPD basis) of a 2-piece molecular cluster, C4H12N2O2 overall in a non-equilibrium geometry.

Last column: Löwdin charge in e.
Element x y z (Å)
C 1.1227 -2.3465 0.0276  -0.105
C 0.5072 -1.5099 1.2059  -0.167
C 0.9307 -0.1036 0.8040  -0.447
O 2.1700 0.1808 0.8749  -0.028
N 0.0366 0.9820 0.7145  0.091
C -1.4459 0.9608 0.4249  -0.238
N -1.8670 1.1616 -0.9227  0.033
H 2.0807 -1.6738 -0.4413  0.152
H 1.3064 -3.3146 0.4096  0.033
H 0.2935 -2.5078 -0.7481  0.078
H -0.5074 -1.6509 1.5519  0.088
H 1.1947 -1.8454 2.0499  0.133
H 0.3958 1.8254 0.7024  0.054
H -1.9464 -0.0570 0.7520  0.139
H -1.9263 1.6122 1.2416  0.138
H -1.8398 2.0749 -1.1507  0.034
H -1.8367 0.4087 -1.5249  0.067
O 0.4039 2.3007 -2.1132  -0.045
H 1.2133 1.7803 -1.9530  0.055
H -0.2860 1.7223 -1.9053  -0.066

Force components x, y, z for each atom (eV/Å):
C -0.9638 2.0973 -2.0846
C 2.6963 -0.1432 -0.4065
C 2.2326 3.1213 2.8301
O -3.2800 -0.7519 -0.9182
N -3.3486 -6.9852 -0.4155
C -0.7794 -2.5966 2.6280
N -0.2711 -0.9807 3.7193
H -2.6853 -2.5707 1.4442
H 0.9837 -1.0099 0.0342
H 1.3868 0.3962 0.5800
H -0.3164 -0.1482 -0.6032
H -0.9801 1.1537 -0.6601
H 2.6741 4.9501 -0.2481
H 1.6347 1.5861 -0.5405
H 0.6266 -0.1966 -1.8410
H -0.2313 3.1344 -1.8429
H -0.0050 -1.2161 -1.4979
O 2.5528 1.1880 -0.6350
H -0.4470 0.4462 -0.0953
H -1.4797 -1.4744 0.5530

As for the charge: 0. For the gap between HOMO and LUMO, the calculation gives 10.353 eV. As for the molar mass: 120.15 g mol⁻¹. The SMILES is CCC(=O)NCN.O. The calculation puts the energy above the lowest of the compared OMol25 structures with the same formula, charge and spin at 3.2613 eV. The calculation puts the HOMO energy at -9.677 eV. As for the spin multiplicity: 1.

(4)
The following is a DFT calculation (the ωB97M-V functional and the def2-TZVPD basis) of a 2-piece molecular cluster, C4H12N2O2 overall in a non-equilibrium geometry.

Last column: Löwdin charge in e.
Element x y z (Å)
N 0.2673 0.4063 -2.3569  0.014
C 0.2939 1.0521 -1.0262  -0.255
C 1.3166 0.2845 -0.1730  -0.395
N 1.4193 0.8995 1.1735  0.044
C 1.0268 -1.1926 0.0409  -0.130
C -0.3730 -1.5241 0.4844  -0.246
O -0.6546 -2.5205 1.1082  0.042
H 0.8614 0.9491 -2.9702  0.063
H -0.6565 0.4592 -2.7759  0.066
H -0.6670 0.9246 -0.5338  0.063
H 0.4391 2.1233 -1.0387  0.105
H 2.2832 0.4244 -0.6613  0.135
H 1.7916 1.8334 1.0762  0.064
H 0.5027 0.9903 1.5749  0.057
H 1.7240 -1.5810 0.7540  0.111
H 1.2640 -1.8510 -0.8046  0.126
H -1.1691 -0.7831 0.3084  0.101
O -2.5470 1.3793 0.8657  -0.056
H -3.5107 1.4105 0.8282  0.046
H -2.3415 2.2924 1.0997  0.044

Force components x, y, z for each atom (eV/Å):
N -0.3002 0.7270 -0.0170
C -0.4747 -1.7818 -0.0972
C -0.0103 1.1896 0.5385
N 0.5933 -0.1806 -0.5046
C -0.1174 -0.4340 -0.8685
C 0.0572 -0.1080 0.8194
O 0.1069 -0.0074 -0.2964
H 0.1471 -0.1742 -0.1908
H 0.0531 -0.0135 0.1287
H -0.2148 0.0180 -0.2093
H 0.5730 0.3687 -0.0510
H 0.1526 -0.3012 0.1234
H 0.0210 0.1761 0.1091
H -0.4441 0.0130 0.2453
H 0.2555 -0.0380 0.9074
H -0.3602 0.5030 -0.4179
H -0.0136 0.0245 -0.2533
O -0.3153 0.4320 0.0802
H 0.0228 -0.3351 -0.0437
H 0.2681 -0.0781 -0.0022

As for the charge: 0. For the gap between HOMO and LUMO, the calculation gives 9.580 eV. As for the molar mass: 120.15 g mol⁻¹. The SMILES is NC[C@@H](N)CC=O.O. The calculation puts the energy above the lowest of the compared OMol25 structures with the same formula, charge and spin at 2.1244 eV. The calculation puts the HOMO energy at -9.201 eV. As for the spin multiplicity: 1.

(5)
The following is a DFT calculation (the ωB97M-V functional and the def2-TZVPD basis) of a 2-piece molecular cluster, C4H12N2O2 overall in a non-equilibrium geometry.

Last column: Löwdin charge in e.
Element x y z (Å)
C -2.4868 0.2832 1.7548  0.002
C -1.3286 -0.4795 1.1798  -0.588
O -1.4316 -1.1640 0.1685  0.041
O -0.2058 -0.3250 1.9060  0.048
H -3.4278 -0.0821 1.3691  0.079
H -2.4804 0.2032 2.8687  0.100
H -2.3590 1.3185 1.4675  0.082
H 0.5440 -0.6468 1.3003  0.070
N 1.5272 -1.1149 -0.0429  0.003
C 1.8653 -0.0353 -1.0073  -0.248
C 0.6560 0.7831 -1.4040  -0.302
N 1.1046 1.8170 -2.3536  -0.032
H 0.7858 -1.7014 -0.4280  0.082
H 2.3049 -1.7023 0.0768  0.067
H 2.6100 0.5917 -0.5832  0.102
H 2.2595 -0.4522 -1.9159  0.103
H -0.1366 0.1176 -1.9096  0.139
H 0.2059 1.2413 -0.5005  0.105
H 0.2604 2.2161 -2.8410  0.085
H 1.4495 2.6192 -1.8203  0.064

Force components x, y, z for each atom (eV/Å):
C 0.1453 -0.3097 1.0425
C -0.3163 -0.6452 -0.1280
O 0.5040 0.6646 0.8852
O -0.3221 -0.1686 -1.1426
H -0.0844 -0.1055 -0.1596
H 0.0374 0.2101 -0.8726
H -0.0383 0.3565 0.0848
H 0.0062 -0.0038 0.2953
N -1.1916 1.0093 -0.4352
C -1.0504 -1.1206 -0.0372
C -1.0796 -0.2487 -0.2691
N -1.4333 0.9198 -0.4514
H 0.0247 0.2126 0.0121
H 1.2491 -0.8123 0.3140
H 0.6924 0.6251 0.5072
H 0.3950 -0.1799 -0.5416
H 1.2030 0.9832 0.8224
H -0.0433 -0.3794 -0.3163
H 1.1930 -0.6787 0.5655
H 0.1090 -0.3289 -0.1754

As for the charge: 0. For the gap between HOMO and LUMO, the calculation gives 10.601 eV. As for the molar mass: 120.15 g mol⁻¹. The SMILES is CC(=O)O.NCCN. The calculation puts the energy above the lowest of the compared OMol25 structures with the same formula, charge and spin at 0.9043 eV. The calculation puts the HOMO energy at -9.692 eV. As for the spin multiplicity: 1.

(6)
The following is a DFT calculation (the ωB97M-V functional and the def2-TZVPD basis) of a 4-piece molecular cluster, C4H12N2O2 overall in a non-equilibrium geometry.

Last column: Löwdin charge in e.
Element x y z (Å)
C 0.0548 0.6927 -0.7327  -0.156
N -1.0426 1.2219 -0.6124  0.278
C 1.4998 0.3638 -0.9927  -0.371
O 2.3922 0.9862 -0.3653  -0.039
C 0.5768 -0.6287 -0.0620  -0.329
C 0.9373 -0.6212 1.4101  0.021
N -0.0076 -1.7369 -0.5870  0.209
H -3.3787 0.5566 0.2506  0.006
H -4.0076 0.5515 0.6297  0.062
H 1.4446 0.0181 -2.0354  0.179
H 2.6851 3.1115 -1.7700  0.023
H 2.7256 3.5762 -1.1811  0.035
H -0.0093 -0.6247 1.9424  0.075
H 1.6858 -1.4108 1.5058  0.115
H 1.3118 0.3885 1.6184  0.095
H -0.2456 -1.5906 -1.5687  0.127
H -0.9071 -1.9460 -0.0163  0.078
H -1.6619 0.7260 0.0560  0.036
H -2.1942 -2.2614 1.3672  -0.042
O -1.8591 -1.3725 1.1432  -0.402

Force components x, y, z for each atom (eV/Å):
C 0.1994 3.0799 -1.4826
N 0.6639 -1.0343 0.7946
C -1.2044 3.0872 -0.6081
O 0.0258 -1.1075 -0.6975
C -0.0084 -5.4155 1.6819
C -0.6333 1.7094 -1.2704
N 0.8612 2.5702 -0.1078
H -0.1712 -0.0671 -0.0725
H -0.1965 0.0974 0.0998
H 0.8120 -0.7265 0.2400
H 0.0442 0.3146 0.2786
H -0.0251 -0.1669 -0.3439
H 0.0245 -1.2765 0.2803
H -0.3000 0.1533 0.6829
H 0.6933 -0.4878 -0.0286
H 0.1688 -0.2580 -0.0938
H -0.9629 0.0297 1.9749
H -0.1938 0.0114 -0.2354
H -0.0630 0.7265 0.0361
O 0.2656 -1.2394 -1.1283

As for the charge: 0. For the gap between HOMO and LUMO, the calculation gives 5.881 eV. As for the molar mass: 120.15 g mol⁻¹. The calculation puts the energy above the lowest of the compared OMol25 structures with the same formula, charge and spin at 10.4540 eV. The calculation puts the HOMO energy at -9.030 eV. As for the spin multiplicity: 1.